# 1
The following is a quantum chemistry calculation of a 3-piece molecular cluster, C26H43ClN3O6P2 overall, from OMol25.

Geometry as XYZ:
```
81
Properties=species:S:1:pos:R:3:forces:R:3:lowdin_charge:R:1
C 6.61374 0.88424 -1.38471 -0.04 -1.08 -0.13 -0.130
C 6.27603 -0.69996 -1.16517 0.12 0.68 -0.34 -0.250
C 4.68079 -0.93032 -0.97336 0.67 -0.31 -0.19 -0.222
C 4.14717 -2.04389 -2.03948 -0.20 0.66 1.11 -0.205
C 2.67370 -2.61250 -1.65552 0.35 0.22 -0.54 -0.211
C 1.53675 -2.09783 -2.70348 0.56 -0.35 0.89 -0.205
C 0.08704 -2.66389 -2.22281 -0.08 0.18 -0.50 -0.201
C -0.67484 -3.50586 -3.37672 0.40 1.58 -0.26 -0.182
C -1.68054 -2.46233 -4.14363 -0.03 -1.25 -0.17 -0.166
C -2.99601 -2.12085 -3.30614 -2.17 -1.52 2.05 -0.106
C -3.67522 -3.35016 -2.54790 -3.27 3.38 1.40 0.165
C -4.98502 -3.03126 -1.71936 3.70 2.25 -3.60 -0.116
O -5.71090 -4.01996 -0.98564 -1.47 0.62 -3.09 -0.031
C -6.94007 -4.35084 -1.63326 -3.82 1.08 0.71 -0.207
N -8.12584 -4.42311 -1.89963 6.66 0.05 1.13 0.193
C -5.43742 -1.49416 -1.78886 1.44 -0.30 0.75 -0.254
P -7.00996 -1.04436 -0.84335 -0.75 0.13 -0.72 0.998
C -6.92957 -1.57329 0.97350 0.81 -0.94 1.00 -0.386
C -5.42560 -1.96115 1.46527 -0.58 -0.22 0.98 -0.164
C -7.38428 0.80756 -0.90717 -0.29 1.47 0.03 -0.422
C -7.31080 1.44372 -2.38540 1.24 -0.29 -0.43 -0.184
N -4.74563 -0.47842 -2.50558 -1.40 -4.31 1.93 0.051
N -3.65280 -0.84878 -3.18561 1.09 -2.24 -0.87 -0.278
P -2.86377 0.49702 -4.11964 1.95 1.92 0.10 0.669
O -3.11735 1.87999 -3.12792 -0.05 -2.04 -1.58 -0.336
Cl -3.88939 0.64135 -5.95436 -0.21 -0.04 1.67 0.207
H 5.84245 1.27914 -2.14954 1.24 -0.38 1.34 0.076
H 7.65646 0.97902 -1.85770 -1.51 -0.01 0.83 0.069
H 6.56031 1.44195 -0.38560 -0.05 -0.67 -1.67 0.059
H 6.84181 -1.12490 -0.25915 -0.80 0.72 -1.36 0.105
H 6.68382 -1.24644 -2.10163 -0.87 0.69 1.49 0.101
H 4.50284 -1.25980 0.12308 0.07 0.49 -1.93 0.103
H 4.16526 0.09276 -1.13775 0.61 -1.73 0.30 0.106
H 4.90298 -2.90684 -2.03723 -1.12 1.29 -0.19 0.109
H 4.12747 -1.51901 -3.06128 0.08 -1.04 1.33 0.112
H 2.72717 -3.76311 -1.65755 -0.32 1.69 -0.11 0.112
H 2.39563 -2.30438 -0.57749 0.38 -0.34 -1.72 0.107
H 1.82943 -2.44983 -3.75959 -0.57 0.35 1.56 0.109
H 1.56750 -0.93869 -2.74255 -0.19 -1.91 0.20 0.116
H -0.53390 -1.72065 -1.95599 0.74 -1.75 -0.14 0.106
H 0.17647 -3.35350 -1.31269 0.10 1.27 -1.16 0.112
H 0.13424 -3.77196 -4.16467 -1.61 0.13 1.26 0.124
H -1.20578 -4.44709 -3.00791 0.84 1.38 -0.55 0.096
H -1.02966 -1.56840 -4.42530 -1.34 -1.11 0.32 0.093
H -2.03736 -3.04357 -5.08518 0.38 1.37 1.35 0.144
H -3.27803 -4.41689 -2.58851 -0.50 1.83 -0.02 0.125
H -7.37342 -0.77311 1.68039 0.74 -0.99 -1.55 0.097
H -7.60449 -2.50658 1.11034 1.08 1.62 -0.43 0.087
H -5.36169 -1.64891 2.58023 0.20 -0.50 -1.95 0.088
H -4.60987 -1.44291 0.85495 -1.16 -0.66 0.99 0.065
H -5.27112 -3.10666 1.44519 -0.21 1.94 -0.12 0.077
H -8.48304 0.92767 -0.54932 1.84 -0.64 -0.43 0.096
H -6.74581 1.42918 -0.17517 -0.87 -1.03 -1.13 0.092
H -6.21245 1.75761 -2.58473 -1.88 -0.45 0.31 0.056
H -7.96149 2.37845 -2.52308 0.82 -1.59 0.40 0.085
H -7.54967 0.65399 -3.19868 0.10 1.35 1.38 0.076
H -2.29968 2.43268 -3.21342 -0.80 -0.66 -0.01 0.068
O 4.80508 2.34528 1.14289 -0.34 -0.77 0.40 0.108
C 3.88472 1.83178 1.72845 0.52 0.66 -0.72 -0.465
O 3.74853 0.48826 1.90522 0.33 0.33 -0.08 0.007
C 2.49454 0.22069 2.54212 -0.29 -0.37 0.19 -0.164
C 2.11746 1.50814 3.23624 -0.42 0.09 0.46 -0.168
C 2.70980 2.55712 2.32357 -0.05 -0.11 0.40 -0.080
H 1.76805 -0.06683 1.77503 0.05 -0.01 -0.02 0.121
H 2.60957 -0.60488 3.24727 0.16 0.00 -0.23 0.128
H 1.04238 1.61681 3.38838 0.12 -0.05 0.05 0.123
H 2.60302 1.55768 4.21536 -0.14 -0.02 -0.12 0.115
H 2.02044 2.83653 1.52289 0.13 0.12 -0.01 0.138
H 3.03163 3.43625 2.87953 -0.09 0.02 -0.40 0.103
O 2.06581 3.95232 4.94114 0.55 -0.14 0.74 0.097
C 3.04874 4.27799 5.56156 -0.89 0.08 -0.28 -0.468
O 3.45769 3.67527 6.70992 -0.38 -0.03 -0.57 0.034
C 4.58886 4.37766 7.23774 0.42 0.04 0.50 -0.160
C 5.18381 5.11399 6.06114 0.61 0.29 -0.15 -0.160
C 3.96560 5.41942 5.21714 0.50 -0.04 -0.07 -0.077
H 4.24237 5.05739 8.02189 -0.02 -0.06 -0.05 0.131
H 5.29291 3.66606 7.67287 -0.29 -0.06 0.00 0.129
H 5.75097 6.00049 6.35013 -0.05 -0.12 0.04 0.122
H 5.85570 4.44915 5.50861 -0.05 0.08 0.09 0.124
H 3.49117 6.35879 5.51114 -0.08 -0.06 -0.14 0.138
H 4.20456 5.42443 4.15323 -0.33 0.15 0.05 0.127
```
Positions in Å, forces in eV/Å.

lowest unoccupied orbital energy: -5.09 eV
charge: +1

---

# 2
The following is a quantum chemistry calculation of C26H43F3IrO2P2 as an isolated structure, from OMol25.

Geometry as XYZ:
```
77
Properties=species:S:1:pos:R:3:forces:R:3:mulliken_spin:R:1
Ir -1.05302 -0.79395 -5.00474 -1.14 -1.09 3.84 1.207
C -0.69232 -2.17036 0.39161 -0.32 -0.30 0.07 0.402
C 0.63979 -2.30778 -0.08528 0.20 -0.16 -0.14 0.315
C 0.61643 -0.63687 1.49393 0.18 -0.01 0.13 0.354
C -0.70281 -1.13598 1.36385 -0.14 0.00 0.38 0.293
C 1.44588 -1.34612 0.58100 0.07 -0.01 0.25 0.336
C -1.84405 -3.04410 0.07643 -0.09 -0.33 -0.31 0.026
H -1.59499 -3.75352 -0.72033 -0.16 0.21 0.18 -0.011
H -2.72460 -2.46728 -0.24236 0.21 -0.09 0.12 0.016
H -2.14575 -3.63551 0.95817 0.10 0.26 -0.16 0.028
C -1.83225 -0.77994 2.24979 -0.51 0.10 0.01 0.014
H -2.77808 -1.18116 1.86572 0.22 0.10 0.14 -0.002
H -1.94320 0.30872 2.37156 0.14 -0.28 -0.01 0.012
H -1.68541 -1.20161 3.26281 0.04 0.14 -0.35 0.029
C 1.05200 0.30406 2.54597 0.29 0.35 0.12 0.014
H 0.89165 -0.14224 3.54500 0.02 0.17 -0.34 0.027
H 0.47998 1.24578 2.51798 0.06 -0.29 0.05 0.017
H 2.11772 0.54369 2.44879 -0.30 -0.03 0.14 -0.005
C 2.91574 -1.24926 0.45492 0.32 0.22 -0.07 0.028
H 3.39888 -2.10395 0.96467 -0.15 0.26 -0.23 0.030
H 3.31065 -0.33182 0.90982 -0.09 -0.28 -0.10 -0.003
H 3.22265 -1.27347 -0.60134 -0.03 -0.12 0.28 0.010
C 1.15851 -3.33401 -1.01620 -0.22 -0.28 -0.29 0.004
H 1.81372 -4.05968 -0.49374 -0.20 0.40 -0.21 0.028
H 1.73181 -2.86833 -1.83215 -0.01 -0.14 0.27 0.024
H 0.33460 -3.89364 -1.47307 0.29 0.08 0.11 -0.004
C -1.99106 0.45174 -6.23527 -0.77 0.05 -2.28 0.027
C -2.01628 -0.93694 -6.71761 -1.38 1.16 -1.90 0.154
C -1.05242 -1.42742 -7.79058 -0.57 -0.62 -0.44 -0.010
C 0.42868 -1.43153 -7.36027 0.64 -0.60 -0.33 0.040
C 0.68129 -1.06421 -5.91143 1.92 0.93 -0.39 -0.057
C 0.59464 0.29104 -5.37216 2.10 0.30 -1.33 0.254
C 0.35406 1.46336 -6.31278 0.35 0.71 0.19 0.020
C -1.07484 1.45527 -6.90496 -0.08 0.80 -0.06 0.048
H -1.18252 -0.87343 -8.72986 -0.01 0.11 0.25 0.000
H 1.03634 -0.82659 -8.03873 -0.04 0.21 0.13 -0.004
H -1.32023 -2.46509 -8.05931 -0.04 0.45 0.23 -0.003
H -1.02352 1.29554 -7.99396 -0.16 -0.05 0.35 0.003
H -2.94893 0.85231 -5.89027 0.18 -0.15 0.02 0.000
H -3.02542 -1.35781 -6.72882 0.35 -0.29 0.07 0.021
H -1.54195 2.43995 -6.75388 0.31 -0.15 -0.25 0.002
H 0.50074 2.39714 -5.73622 -0.07 -0.29 -0.21 0.005
H 1.24662 0.50256 -4.50428 -0.28 -0.13 -0.34 -0.077
H 1.11759 1.50978 -7.12196 -0.42 -0.17 0.49 -0.004
H 0.80422 -2.45586 -7.50492 -0.04 0.33 0.09 0.003
H 1.39162 -1.69844 -5.37934 -0.22 -0.19 -0.05 0.031
P -0.96808 1.92604 -1.22891 -1.35 0.09 -1.84 0.299
P 1.50700 1.88365 -1.62140 1.87 2.12 0.31 0.403
C -0.64551 3.23475 -2.50994 0.11 0.39 0.19 0.019
C 0.87371 3.44301 -2.46780 -0.26 -0.27 -0.17 0.029
H -1.27989 4.10223 -2.27990 0.39 0.01 -0.21 -0.004
H -0.91358 2.87654 -3.52488 -0.27 -0.26 0.79 -0.002
H 1.34921 3.57534 -3.45167 -0.34 -0.02 0.30 0.000
H 1.09350 4.30519 -1.83045 0.30 -0.23 -0.21 0.002
C 2.03151 2.77773 -0.08526 -0.39 -0.63 0.40 0.017
H 2.81775 2.21552 0.42804 -0.23 0.10 0.04 -0.003
H 1.19052 2.93130 0.59540 0.14 0.16 0.05 -0.007
H 2.43192 3.74526 -0.40637 0.00 -0.27 0.16 0.003
C 3.24554 1.63933 -2.22237 0.27 -0.88 -0.36 0.129
H 3.57156 2.53229 -2.77836 -0.19 -0.27 0.17 0.023
H 3.30880 0.75275 -2.87422 0.12 0.45 0.12 -0.005
H 3.91194 1.48662 -1.35030 -0.43 0.05 -0.52 -0.001
C -2.33740 1.13365 -2.11051 -0.62 -0.58 0.19 0.013
H -2.69592 0.26951 -1.54036 -0.17 0.15 -0.22 -0.004
H -2.06095 0.78774 -3.13498 0.17 0.29 0.77 0.019
H -3.14651 1.88623 -2.21604 0.41 -0.28 0.22 0.012
C -1.38196 -1.77779 -3.31366 -0.91 -1.64 1.98 0.332
H -0.76418 -2.69554 -3.35254 -0.11 0.23 0.05 0.041
H -2.43860 -2.11504 -3.23729 0.43 0.12 0.13 0.069
H -1.14192 -1.22216 -2.39450 0.14 -0.14 -0.10 -0.076
F -3.01496 4.85102 2.36593 1.11 -0.90 -0.68 0.000
C -1.99774 4.09507 1.91346 -0.09 0.82 1.49 -0.001
F -0.85543 4.84726 1.91563 -1.02 -0.77 -0.24 0.000
F -1.79713 3.07289 2.79610 -0.25 0.70 -1.10 -0.001
C -2.25739 3.62127 0.45326 -1.32 1.96 -1.30 0.023
O -2.87746 4.27549 -0.35911 1.38 -1.56 1.73 0.009
O -1.60592 2.46532 0.20726 0.57 -0.24 -0.23 0.016
```
Positions in Å, forces in eV/Å.

lowest unoccupied orbital energy (alpha / beta): -5.47 / -8.53 eV
charge: +2
2S+1: 6

---

# 3
The following is a quantum chemistry calculation of C26H43N2O2ReS5SbSi2Te as an isolated structure, from OMol25.

Geometry as XYZ:
```
83
Properties=species:S:1:pos:R:3:forces:R:3:mulliken_spin:R:1
Re 0.25252 -0.22253 -0.86588 -0.28 1.32 -0.35 2.561
C -4.01980 -0.78556 -0.58114 -0.01 0.01 -0.06 0.002
C -2.59581 -0.69552 -0.12929 0.02 0.04 0.10 0.048
O -1.75518 -0.55504 -1.10178 0.35 -0.18 0.15 0.019
C -2.29155 -0.77304 1.21647 -0.12 0.03 -0.10 0.039
C -1.01958 -0.72827 1.82810 0.27 -0.03 0.10 0.023
C -0.92250 -0.94214 3.30784 -0.03 0.03 -0.02 0.001
N 0.09336 -0.53921 1.14370 -0.17 0.02 0.33 -0.028
N 1.28338 -0.57982 1.87201 -0.18 -0.29 0.06 0.023
C 2.29673 -0.44914 1.09024 -0.16 -0.33 -0.10 0.018
O 2.18354 -0.19480 -0.20615 -0.27 0.03 0.12 0.027
C 3.61973 -0.81673 1.64350 0.21 0.31 -0.25 -0.002
C 4.44928 -1.64413 0.89169 0.02 0.07 -0.01 0.003
C 5.65524 -2.08233 1.41677 -0.02 0.01 0.05 0.001
C 6.04487 -1.67773 2.68744 -0.01 -0.01 -0.05 -0.001
C 5.22493 -0.83762 3.42932 0.00 -0.01 0.01 0.001
C 4.01075 -0.41127 2.91307 -0.01 0.02 0.06 -0.001
H -4.11386 -1.58834 -1.31505 -0.02 0.01 0.01 0.003
H -4.28698 0.14480 -1.08667 0.00 -0.01 0.00 0.003
H -4.70261 -0.95941 0.24617 -0.01 0.00 -0.01 0.000
H -3.13092 -0.89785 1.88434 0.02 -0.01 0.01 0.007
H -1.91336 -1.01382 3.74942 0.01 -0.01 0.00 0.000
H -0.36202 -0.12891 3.76708 0.00 0.01 0.01 0.002
H -0.35999 -1.85516 3.50837 -0.01 0.00 0.01 0.003
H 4.13834 -1.94558 -0.10143 0.03 0.01 0.02 -0.005
H 6.28984 -2.74185 0.83785 -0.01 0.02 0.00 0.000
H 6.98797 -2.01604 3.09773 -0.01 0.01 -0.01 0.000
H 5.53382 -0.51613 4.41592 -0.01 0.00 -0.02 0.000
H 3.36120 0.23962 3.48482 0.00 -0.03 -0.01 -0.001
S -3.93310 4.04530 -4.79650 -0.02 0.01 -0.01 0.007
C -2.81101 3.20536 -3.95324 0.03 -0.02 0.01 0.000
S -1.90548 1.88062 -4.60746 0.06 0.00 -0.03 0.002
C -0.95251 1.53073 -3.18818 0.05 -0.02 -0.16 0.043
C -1.19815 2.28797 -2.10978 -0.06 0.12 0.16 0.032
S -0.37975 2.09070 -0.57880 0.21 -0.25 -0.07 0.074
S -2.41002 3.52884 -2.29771 -0.02 0.00 0.06 0.003
S 0.27014 0.28747 -3.22792 0.15 -0.25 0.02 0.065
C -0.53116 3.68749 4.70504 0.04 -0.06 -0.01 0.002
Sb -0.34029 2.89876 2.69930 -0.13 0.26 0.17 0.005
C -2.46274 3.05174 2.35578 0.06 -0.02 0.02 0.000
C 0.12216 4.81474 1.83736 0.00 -0.06 0.02 0.002
H -1.05857 4.64196 4.67188 0.02 -0.03 0.00 0.000
H 0.44805 3.83348 5.16267 -0.04 -0.01 -0.02 0.000
H -1.10228 2.98826 5.31866 0.04 0.03 0.00 0.000
H -2.81335 4.01656 2.72441 -0.01 -0.02 -0.02 0.000
H -2.98121 2.25329 2.88956 0.01 0.03 -0.02 0.000
H -2.67653 2.96175 1.29128 0.01 -0.01 0.02 0.000
H -0.50020 5.58217 2.29815 0.00 -0.02 -0.02 0.000
H -0.06512 4.78311 0.76516 0.01 0.01 0.01 0.000
H 1.17310 5.05279 2.00201 -0.03 0.01 0.00 0.000
C 4.22837 -2.74068 -5.14941 0.08 0.00 -0.07 0.000
Si 3.76083 -2.53880 -3.35263 -0.09 -0.16 -0.11 0.001
C 4.24885 -0.84776 -2.74020 -0.09 0.10 0.08 0.015
C 4.49164 -3.93078 -2.33092 0.06 0.00 0.05 -0.001
C 1.88026 -2.77001 -3.32113 0.06 0.17 0.09 0.018
Te 0.96069 -2.78645 -1.39796 -0.09 -0.69 -0.29 -0.018
C -0.89286 -3.55334 -2.13869 0.05 -0.16 0.08 0.010
Si -1.03781 -5.41290 -1.85082 -0.02 0.12 0.00 -0.003
C -2.59878 -6.02110 -2.67057 -0.06 -0.07 -0.03 0.001
C -1.11329 -5.65639 -0.00014 -0.01 -0.04 0.05 0.000
C 0.45287 -6.26988 -2.58406 0.05 0.00 -0.05 -0.001
H 5.31141 -2.66766 -5.28550 -0.05 0.00 0.00 0.000
H 3.76462 -1.95553 -5.75278 0.03 -0.03 0.01 0.000
H 3.90441 -3.70714 -5.54411 0.02 0.03 0.02 0.000
H 5.16503 -0.88181 -2.14596 0.00 0.01 -0.04 0.001
H 3.47285 -0.39552 -2.11675 0.11 -0.01 -0.02 -0.013
H 4.42139 -0.17981 -3.58712 -0.02 0.00 0.02 0.002
H 5.50738 -3.70116 -1.99888 -0.03 -0.01 -0.03 0.000
H 4.53567 -4.85068 -2.92012 -0.03 0.01 0.03 0.000
H 3.88981 -4.13602 -1.44121 0.06 0.00 0.02 0.001
H 1.62509 -3.74465 -3.74484 0.01 0.01 0.02 0.000
H 1.37797 -1.99158 -3.89866 -0.06 -0.07 -0.01 -0.007
H -0.92574 -3.25837 -3.18864 -0.01 0.06 0.02 -0.002
H -1.67944 -3.01156 -1.61175 0.01 0.04 -0.03 0.013
H -3.48191 -5.52405 -2.26143 0.03 -0.02 -0.02 0.000
H -2.72021 -7.09758 -2.51950 -0.02 0.05 -0.02 0.000
H -2.57535 -5.83512 -3.74735 -0.01 -0.01 0.04 0.000
H -2.05829 -5.27710 0.39843 0.04 0.00 0.00 0.000
H -0.30020 -5.12049 0.49712 -0.01 -0.04 0.02 0.000
H -1.03313 -6.71042 0.27635 -0.01 0.03 -0.01 0.000
H 0.47218 -6.15838 -3.67210 0.01 -0.01 0.04 0.000
H 0.43287 -7.33987 -2.36268 0.01 0.03 0.00 0.000
H 1.38700 -5.86503 -2.18345 -0.01 -0.05 -0.01 0.000
```
Positions in Å, forces in eV/Å.

lowest unoccupied orbital energy (alpha / beta): 0.04 / -1.59 eV
charge: 0
energy above the lowest of the compared OMol25 structures with the same formula, charge and spin: 0.00 kcal per mole
2S+1: 4

---

Calculated total energy across the listed records, respectively: -2774.5702 -2252.8004 -4433.0680 a.u..
Max |F| across the listed records, respectively: 6.76 4.15 1.40 eV/A.